## a
C4H4ClNO2 | ωB97M-V/def2-TZVPD

Properties
- HOMO energy: -7.46 eV
- Kohn-Sham gap: 8.11 eV
- LUMO level: 0.65 eV
- SMILES string: Oc1cc(Cl)[nH]c1O

```
! RIJCOSX wB97M-V def2-TZVPD def2/J DEFGRID3
* xyz 0 1
O 1.82 1.24 -0.01
C 0.61 0.58 0.00
C -0.72 1.08 -0.01
C -1.54 0.00 0.00
Cl -3.25 -0.09 0.00
N -0.78 -1.15 0.00
C 0.53 -0.79 -0.01
O 1.48 -1.76 0.00
H 1.66 2.19 0.00
H -1.03 2.12 0.02
H -1.14 -2.09 0.00
H 2.34 -1.32 0.01
*
```



## b
C4H4ClNO2 | ωB97M-V/def2-TZVPD

Properties
- HOMO energy: -10.40 eV
- Kohn-Sham gap: 10.14 eV
- LUMO level: -0.25 eV
- SMILES string: C=C(Cl)C(=O)NC=O

```
! RIJCOSX wB97M-V def2-TZVPD def2/J DEFGRID3
* xyz 0 1
C -2.26 0.74 0.04
C -1.30 -0.12 -0.15
Cl -1.66 -1.82 -0.03
C 0.10 0.39 -0.15
O 0.29 1.62 -0.07
N 1.06 -0.52 -0.08
C 2.44 -0.35 0.04
O 3.16 -1.29 -0.04
H -2.04 1.82 0.07
H -3.31 0.36 0.20
H 0.83 -1.51 -0.07
H 2.69 0.69 0.24
*
```



Decreasing stability: b, a